[1]
This record from the Open Molecules 2025 dataset describes an isolated molecule of C2H3N3O in a non-equilibrium geometry. The level of theory is the ωB97M-V functional and the def2-TZVPD basis.

```
9
Properties=species:S:1:pos:R:3:mulliken_charge:R:1
O -1.9651 -0.4875 0.1290 -0.491
C -0.6929 -0.1016 0.0687 0.582
N 0.1945 -0.9796 -0.3268 -0.598
C 1.3458 -0.2791 -0.2762 -0.083
N 1.2338 0.9671 0.1220 -0.631
N -0.1158 1.0764 0.3476 0.186
H -1.7854 -1.4014 -0.1799 0.403
H 2.2747 -0.7510 -0.5551 0.410
H -0.4897 1.9567 0.6709 0.223
```

As for the SMILES: Oc1ncn[nH]1. The calculation puts the HOMO-LUMO gap at 10.35 eV. The calculation puts the total energy at -317.5133 Ha. The HOMO energy comes out at -9.567 eV.



[2]
This record from the Open Molecules 2025 dataset describes an isolated molecule of C2H3N3O in a non-equilibrium geometry. The level of theory is the ωB97M-V functional and the def2-TZVPD basis.

```
9
Properties=species:S:1:pos:R:3:mulliken_charge:R:1
C -1.5990 0.1300 0.1076 0.218
C 1.1579 0.2517 0.0243 0.065
N -0.9132 1.2965 -0.1205 -0.380
N 0.3838 1.1867 -0.1719 -0.059
N -1.1699 -1.0592 0.2354 -0.543
O 2.3217 -0.2604 0.1831 -0.349
H -2.6327 0.4290 0.2857 0.333
H -0.2002 -1.1749 0.1265 0.310
H 2.6516 -0.7993 -0.6701 0.405
```

Its spin multiplicity is 3. The expectation value of S² is 2.04. The calculation puts the HOMO-LUMO gap (spin up / spin down) at 6.77 / 8.00 eV. The calculation puts the total energy at -317.2880 Ha. The HOMO energy (spin up / spin down) comes out at -6.702 / -10.124 eV.



[3]
This record from the Open Molecules 2025 dataset describes an isolated molecule of C2H3N3O in a non-equilibrium geometry. The level of theory is the ωB97M-V functional and the def2-TZVPD basis.

```
9
Properties=species:S:1:pos:R:3:mulliken_charge:R:1
C -0.5726 0.2488 0.0517 -0.132
C 1.9804 0.1405 -0.0799 0.441
N -0.6613 -0.9676 0.1114 0.032
N 0.9592 0.8963 0.0983 -0.311
N 0.2776 -1.7661 -0.0750 -0.457
O 3.0291 -0.3408 -0.0162 -0.445
H -1.2780 0.8927 -0.2910 0.398
H 0.9975 1.7194 -0.4522 0.253
H 0.1618 -2.5332 0.5773 0.222
```

Its spin multiplicity is 3. The expectation value of S² is 2.02. The calculation puts the HOMO-LUMO gap (spin up / spin down) at 5.68 / 8.88 eV. The calculation puts the total energy at -317.2860 Ha. The HOMO energy (spin up / spin down) comes out at -4.960 / -9.820 eV.



[4]
This record from the Open Molecules 2025 dataset describes an isolated molecule of C2H3N3O2 in a non-equilibrium geometry. The level of theory is the ωB97M-V functional and the def2-TZVPD basis.

```
10
Properties=species:S:1:pos:R:3:mulliken_charge:R:1
C -1.0484 -0.8812 -0.0215 0.119
C -0.2119 1.1915 -0.0304 0.569
H 1.8371 -0.3328 0.8605 0.277
H 1.9542 -0.2996 -0.7975 0.281
H -1.0406 -1.9806 0.1349 0.367
N 1.4365 -0.7054 -0.0278 -0.796
N 0.1059 -0.1654 -0.0823 0.281
N -2.0681 -0.1112 -0.0030 -0.348
O -1.5512 1.1996 -0.0445 -0.192
O 0.5866 2.0852 0.0114 -0.558
```

As for the SMILES: Nn1cnoc1=O. The calculation puts the HOMO-LUMO gap at 10.67 eV. The calculation puts the total energy at -392.7052 Ha. The HOMO energy comes out at -10.020 eV.



[5]
This record from the Open Molecules 2025 dataset describes an isolated molecule of C2H3N3O2 in a non-equilibrium geometry. The level of theory is the ωB97M-V functional and the def2-TZVPD basis.

```
10
Properties=species:S:1:pos:R:3:mulliken_charge:R:1
C 0.2195 -0.3199 -0.3050 0.683
C 0.1310 -0.4720 1.8279 0.050
H -0.1529 0.3556 -3.3046 0.343
H -0.1276 -0.7456 2.9500 0.280
H 0.1578 1.5515 1.8980 0.258
N 0.3475 -0.6098 -1.5606 -0.436
N 0.4468 -1.1599 0.8409 -0.424
N -0.4219 0.8004 1.5284 -0.139
O -0.2048 0.4637 -2.2326 -0.391
O -0.3686 0.8331 0.1899 -0.224
```

As for the SMILES: O/N=c1/nc[nH]o1. The calculation puts the HOMO-LUMO gap at 9.39 eV. The calculation puts the total energy at -392.6039 Ha. The HOMO energy comes out at -8.639 eV.



[6]
This record from the Open Molecules 2025 dataset describes an isolated molecule of C2H3N3O2 in a non-equilibrium geometry. The level of theory is the ωB97M-V functional and the def2-TZVPD basis.

```
10
Properties=species:S:1:pos:R:3:mulliken_charge:R:1
C 0.0405 1.0733 1.2824 -0.819
C -0.4835 -1.3463 -1.4892 0.532
H -0.4127 2.2720 1.1342 0.249
H 1.0128 1.3462 1.5056 0.361
H -0.3034 0.4818 2.0113 0.378
N 0.1511 0.2233 0.0850 0.639
N 1.1552 -0.3293 -0.4811 -0.258
N 0.9102 -1.2287 -1.3545 -0.371
O -1.0822 -2.1353 -2.0373 -0.391
O -0.9880 -0.3570 -0.6564 -0.319
```

As for the SMILES: Cn1nnc(=O)o1. The calculation puts the HOMO-LUMO gap at 10.65 eV. The calculation puts the total energy at -392.6142 Ha. The HOMO energy comes out at -10.225 eV.



[7]
This record from the Open Molecules 2025 dataset describes a structure of composition C2H3N3O2 in a non-equilibrium geometry. The level of theory is the ωB97M-V functional and the def2-TZVPD basis.

```
10
Properties=species:S:1:pos:R:3:mulliken_charge:R:1
C -0.2513 -0.1017 0.6759 0.469
C -0.2057 0.3174 -1.3851 0.529
H 0.7921 0.0819 2.3509 0.281
H -0.2047 -1.5476 2.3074 0.366
H 1.0949 1.5742 -2.2789 0.373
N -0.1397 -0.2931 2.0115 -0.572
N -1.0380 -0.9886 0.1316 -0.428
N -0.9629 -0.5435 -1.2548 -0.186
O 0.5013 0.7052 -2.4323 -0.496
O 0.4141 0.7959 -0.1261 -0.336
```

The calculation puts the HOMO-LUMO gap at 9.32 eV. The calculation puts the total energy at -392.6461 Ha. The HOMO energy comes out at -9.079 eV.



[8]
This record from the Open Molecules 2025 dataset describes an isolated molecule of C2H3N3O2 in a non-equilibrium geometry. The level of theory is the ωB97M-V functional and the def2-TZVPD basis.

```
10
Properties=species:S:1:pos:R:3:mulliken_charge:R:1
N -0.4838 1.0375 -0.0890 -0.066
N 0.2251 -1.3438 0.4543 -0.148
C -0.0267 -0.6404 1.4891 0.765
C 0.5920 -0.6963 -0.8066 -0.356
O -0.9530 2.3294 -0.3491 -0.464
N 0.1291 0.5141 -1.0578 -0.426
O -0.4115 -0.1618 2.4754 -0.311
H -0.7936 2.4836 -1.2973 0.383
H 0.3510 -2.3431 0.5522 0.264
H 1.3713 -1.1793 -1.3711 0.358
```

The calculation puts the HOMO-LUMO gap at 6.87 eV. The calculation puts the total energy at -392.5840 Ha. The HOMO energy comes out at -6.956 eV.